(1)
{"formula": "C12H35CdN3O5", "method": "the ωB97M-V functional and the def2-TZVPD basis", "multiplicity": 2, "total_charge": 1, "orbital_gap_ev": [9.14, 4.48], "species": ["H", "C", "H", "H", "H", "H", "H", "H", "C", "H", "O", "C", "H", "C", "H", "O", "H", "H", "H", "H", "H", "H", "H", "H", "H", "H", "H", "H", "H", "H", "Cd", "C", "C", "N", "H", "H", "N", "H", "C", "H", "C", "H", "H", "O", "O", "H", "H", "O", "C", "H", "N", "C", "C", "C", "H", "H"], "coordinates": [[-17.48, 1.12, -18.01], [-15.03, -5.19, -21.37], [-17.00, -4.83, -21.40], [-19.17, -3.59, -20.68], [-17.81, 0.90, -20.38], [-19.02, -5.29, -17.14], [-15.72, -3.60, -25.27], [-15.72, -3.46, -16.88], [-19.15, -4.04, -23.33], [-19.35, 0.18, -15.57], [-19.08, -2.74, -20.21], [-17.90, -2.44, -24.98], [-15.74, -5.21, -18.71], [-16.60, -5.42, -19.35], [-15.12, -3.32, -19.86], [-16.37, -2.95, -17.39], [-14.92, -6.28, -21.38], [-20.68, 0.26, -16.62], [-16.88, -0.22, -17.12], [-18.77, -1.89, -25.35], [-15.65, -2.78, -21.19], [-17.06, -1.76, -25.17], [-19.51, -0.20, -18.63], [-17.43, -6.06, -17.00], [-18.73, -1.36, -22.93], [-16.47, -5.15, -25.92], [-20.14, -3.58, -23.40], [-16.40, -6.49, -19.33], [-19.60, 1.53, -16.67], [-17.08, -3.67, -23.36], [-17.54, -2.84, -19.00], [-18.24, -5.82, -17.69], [-18.95, -0.35, -17.71], [-18.12, -2.09, -22.61], [-18.41, -2.33, -21.67], [-18.66, -6.75, -18.07], [-19.19, -1.72, -17.44], [-20.12, -1.92, -17.77], [-16.24, -4.68, -20.64], [-16.85, -0.15, -21.28], [-16.32, -4.08, -26.05], [-15.89, -4.02, -27.05], [-19.15, -1.78, -16.43], [-17.61, -3.38, -26.08], [-17.74, -4.94, -18.73], [-14.11, -4.87, -20.87], [-15.95, 0.74, -20.00], [-17.16, -0.69, -19.21], [-19.60, 0.44, -16.59], [-19.11, -4.64, -22.42], [-15.98, -3.29, -20.39], [-17.50, 0.03, -17.97], [-16.90, 0.30, -20.29], [-17.99, -3.11, -23.59], [-14.90, -4.79, -22.37], [-19.20, -4.89, -24.00]]}

=====

(2)
{"formula": "C15H22N5PdS", "method": "the ωB97M-V functional and the def2-TZVPD basis", "total_charge": -1, "orbital_gap_ev": 6.17, "species": ["H", "H", "H", "H", "C", "N", "H", "H", "C", "N", "C", "N", "H", "C", "H", "H", "Pd", "C", "S", "N", "C", "N", "H", "H", "C", "H", "H", "H", "H", "H", "H", "C", "H", "H", "C", "C", "C", "H", "C", "C", "H", "C", "C", "H"], "coordinates": [[-2.04, 1.20, 1.97], [1.62, -2.66, -2.25], [1.35, -0.95, -4.09], [-2.13, -2.44, 2.44], [-1.28, 2.65, -1.13], [0.66, -2.69, -2.57], [4.37, -2.98, 0.84], [1.54, -2.04, 3.89], [0.91, 3.33, -1.09], [0.90, -0.49, -3.30], [3.04, -2.61, 2.48], [0.01, 2.36, -0.97], [3.64, -3.14, 3.21], [-0.16, -0.60, 2.42], [2.99, -1.82, -0.81], [-2.72, -0.09, 3.00], [-0.20, -0.57, -0.71], [0.59, 4.64, -1.39], [-1.65, -1.24, -2.61], [-2.15, 1.63, -0.92], [-1.78, -2.09, 1.46], [-1.32, -0.71, 1.53], [-0.95, -2.72, 1.13], [-3.05, 1.69, -1.36], [1.41, -1.26, 0.55], [-3.24, 0.08, 1.30], [-2.59, -2.17, 0.73], [-1.05, 5.97, -1.80], [-1.70, 0.65, -0.92], [-0.42, -0.95, 3.43], [1.95, 3.02, -0.96], [2.63, -1.87, 0.22], [1.36, 5.40, -1.47], [0.14, -3.29, -1.95], [1.07, -1.33, 1.92], [-1.70, 3.96, -1.44], [0.10, -1.38, -2.53], [0.08, 0.47, 2.50], [-0.75, 4.95, -1.57], [3.44, -2.53, 1.15], [0.37, 0.31, -3.61], [1.85, -2.00, 2.85], [-2.38, 0.16, 1.98], [-2.76, 4.17, -1.58]]}

=====

(3)
{"formula": "C30H26InP2S5", "method": "the ωB97M-V functional and the def2-TZVPD basis", "total_charge": 1, "orbital_gap_ev": 4.78, "species": ["C", "S", "C", "C", "C", "C", "H", "H", "C", "H", "C", "C", "C", "H", "H", "H", "C", "C", "H", "C", "H", "In", "S", "H", "C", "C", "H", "H", "H", "H", "C", "C", "H", "P", "C", "H", "H", "C", "C", "S", "C", "S", "S", "C", "C", "C", "C", "P", "H", "H", "C", "C", "C", "C", "C", "H", "H", "H", "H", "H", "H", "H", "C", "H"], "coordinates": [[-0.32, 0.37, -1.43], [-3.35, 5.34, 4.84], [-3.41, 4.39, 2.32], [-2.75, -0.89, 2.98], [-3.03, -0.74, 1.63], [2.07, 0.96, 0.67], [2.51, -2.35, 1.31], [4.03, -0.65, -4.21], [2.23, -0.41, 0.44], [2.07, 0.36, -3.14], [-0.34, -4.03, -2.81], [-2.26, -1.37, 0.65], [-0.91, -2.33, 2.41], [0.71, -4.25, -2.94], [6.32, -0.06, -3.46], [0.07, -2.20, -1.81], [0.30, 1.77, -1.56], [2.28, 0.55, 3.05], [0.07, -0.27, -2.22], [-1.30, -4.92, -3.26], [-3.38, -0.44, 3.73], [-1.02, 1.48, 1.92], [-4.26, 8.07, 4.17], [-2.26, 1.17, -0.85], [-3.10, 4.05, 3.71], [4.52, 1.91, -1.38], [-0.10, -2.97, 2.72], [-0.06, -0.07, -0.47], [2.28, -0.79, -0.57], [-0.41, 2.51, -1.17], [-2.06, -2.55, -1.99], [-3.02, -3.45, -2.47], [-4.07, -3.20, -2.35], [1.90, 2.21, -0.69], [-2.64, -4.63, -3.09], [-1.45, -1.82, 4.42], [-3.91, -0.17, 1.32], [-1.85, 0.41, -1.53], [-1.67, -1.67, 3.37], [-3.23, 3.36, 1.04], [5.63, 1.34, -1.99], [-3.97, 6.00, 2.06], [-2.55, 2.60, 4.24], [3.07, 0.63, -2.80], [2.11, 1.42, 1.98], [2.41, -0.81, 2.81], [3.23, 1.54, -1.76], [-2.81, -1.13, -1.10], [2.05, 2.49, 2.16], [-0.64, -2.75, 0.33], [-1.21, -2.19, 1.06], [5.45, 0.40, -3.00], [2.38, -1.29, 1.51], [-3.88, 6.57, 3.71], [-0.71, -2.86, -2.17], [2.34, 0.93, 4.06], [-1.00, -5.84, -3.75], [4.66, 2.65, -0.60], [-2.16, 0.69, -2.54], [6.62, 1.63, -1.68], [-3.40, -5.32, -3.42], [2.55, -1.49, 3.64], [4.17, 0.06, -3.41], [0.45, 2.03, -2.61]]}

=====

(4)
{"formula": "C6H12O", "method": "the ωB97M-V functional and the def2-TZVPD basis", "orbital_gap_ev": 11.05, "species": ["H", "O", "C", "C", "H", "H", "H", "C", "H", "H", "C", "H", "H", "C", "H", "H", "H", "H", "C"], "coordinates": [[-3.29, 1.55, 0.04], [2.58, -1.34, 0.52], [0.34, -1.17, -0.45], [1.22, 1.15, -0.98], [-0.72, -1.23, -0.17], [1.00, -0.35, 1.44], [0.55, -2.05, -1.07], [1.20, -1.23, 0.80], [-3.00, 0.22, 2.11], [0.94, -2.11, 1.39], [0.52, 0.07, -1.30], [-1.16, 0.32, 1.91], [1.27, 2.00, -1.65], [-2.15, 0.57, 1.53], [-0.01, 0.05, -2.25], [2.81, -0.64, -0.11], [-1.45, 1.63, -0.15], [1.76, 1.25, -0.04], [-2.30, 1.29, 0.42]]}

=====

(5)
{"formula": "C3H11N5", "method": "the ωB97M-V functional and the def2-TZVPD basis", "orbital_gap_ev": 7.97, "species": ["H", "H", "H", "H", "H", "C", "N", "C", "H", "C", "H", "H", "N", "H", "H", "N", "N", "H", "N"], "coordinates": [[-1.77, -0.27, 1.35], [-2.90, -1.03, -1.81], [1.64, -0.93, 2.43], [-0.23, 0.29, 2.95], [0.90, 0.14, -2.85], [-0.61, 0.17, 1.60], [0.86, 0.78, -1.03], [0.06, -0.19, -0.63], [-0.18, 1.58, -2.42], [1.49, -0.45, 1.57], [-2.25, -1.91, -0.29], [1.76, 0.74, 1.88], [-2.16, -0.88, -0.96], [1.96, 1.34, -0.58], [-0.57, 1.46, 1.03], [0.80, 1.17, -2.36], [0.24, -0.59, 0.73], [2.00, -1.04, 0.76], [-1.03, -0.36, -1.34]]}

=====

(6)
{"formula": "C5H8O", "method": "the ωB97M-V functional and the def2-TZVPD basis", "orbital_gap_ev": 9.69, "species": ["H", "C", "C", "H", "C", "H", "H", "H", "H", "C", "C", "H", "O", "H"], "coordinates": [[0.47, 1.95, -1.03], [1.00, -1.11, -1.13], [0.08, -1.50, -0.35], [1.82, 1.59, 0.16], [-0.14, 0.95, 0.77], [1.11, 0.14, -0.88], [-2.26, -0.81, -0.60], [-0.64, -1.28, 1.65], [1.68, -1.53, -1.85], [-0.79, -1.00, 0.61], [0.81, 1.37, -0.17], [0.19, 0.86, 1.81], [-2.15, -0.90, 0.35], [-1.17, 1.28, 0.67]]}

=====

> Number 5 is which compound?

C3H11N5